a.
Formula: C7H10O2
Source: the OMol25 dataset
Level of theory: ωB97M-V/def2-TZVPD

```
19
C7H10O2 | the OMol25 dataset | ωB97M-V/def2-TZVPD
C 1.713 -1.246 -0.668
C 0.315 -1.098 0.029
C -0.734 -0.533 -0.932
C -0.894 1.000 -0.843
C -1.208 1.532 0.588
C -0.292 0.939 1.634
C 0.547 -0.387 1.372
H 1.881 -1.905 -1.542
H 1.947 -0.250 -1.041
H 2.440 -1.420 0.174
H -0.160 -2.068 0.231
H -1.660 -1.068 -0.714
H -0.502 -0.910 -1.944
H -1.552 1.521 -1.558
H 0.100 1.398 -1.157
H -2.266 1.179 0.872
H -1.204 2.635 0.812
O 0.040 1.472 2.672
O 1.489 -0.791 2.013
```

Properties
Kohn-Sham gap = 9.05 eV
SMILES = C[C@@H]1CCCC(=O)C1=O

b.
Formula: C7H10O2
Source: the OMol25 dataset
Level of theory: ωB97M-V/def2-TZVPD

```
19
C7H10O2 | the OMol25 dataset | ωB97M-V/def2-TZVPD
C 1.023 -1.204 -2.790
C 0.967 0.282 -2.942
C 1.588 -0.319 -1.698
C 0.903 -0.221 -0.431
C 0.329 -0.105 0.632
C -0.354 0.119 1.908
C -1.526 1.088 1.902
O -0.718 -1.199 2.506
H 0.095 -1.732 -2.571
H 1.744 -1.762 -3.387
H 1.648 0.761 -3.646
H -0.001 0.771 -2.828
H 2.677 -0.272 -1.633
H 0.386 0.536 2.618
H -1.172 2.123 1.759
H -1.953 0.764 0.893
H -1.637 -1.222 2.789
O -2.277 0.939 3.062
H -1.720 0.653 3.857
```

Properties
Kohn-Sham gap = 10.11 eV
SMILES = OC[C@@H](O)C#CC1CC1

Most stable structure - a; separation to the second - 53.3 kcal/mol.